{
  "formula": "C14H19BrNO4P",
  "method": "the ωB97M-V functional and the def2-TZVPD basis",
  "total_energy_ha": -3815.83890,
  "e_lumo_ha": -0.0691,
  "elements": ["C", "C", "C", "Br", "C", "C", "C", "O", "O", "C", "O", "O", "C", "C", "N", "C", "P", "C", "C", "C", "C", "H", "H", "H", "H", "H", "H", "H", "H", "H", "H", "H", "H", "H", "H", "H", "H", "H", "H", "H"],
  "positions_angstrom": [[-2.476829, 1.131137, -0.660076], [-2.423215, -0.444118, -0.807715], [-1.146921, -0.988402, -1.537737], [-0.996504, -2.978745, -1.463707], [0.203298, -0.340417, -1.107910], [1.160582, 0.105938, -2.160652], [0.873324, -0.024273, -3.687044], [1.249047, -0.955921, -4.338677], [0.198822, 1.018079, -4.276037], [1.071144, 2.195105, -4.106557], [2.112511, 2.207790, -4.768117], [0.752637, 3.150667, -3.311718], [2.481040, 0.693837, -1.823051], [2.805463, 0.804844, -0.416248], [1.918968, 0.415868, 0.557326], [0.664428, -0.147056, 0.277186], [-0.373119, -0.649872, 1.761944], [0.499599, -1.981753, 2.777524], [0.803649, -3.298684, 1.949909], [-0.303224, 0.879234, 2.901173], [-1.723964, 1.552736, 3.118376], [-3.539813, 1.437345, -0.886581], [-2.334046, 1.398722, 0.428469], [-1.770094, 1.694096, -1.320016], [-2.604955, -0.928651, 0.192309], [-3.313478, -0.749915, -1.434515], [-1.283652, -0.757677, -2.633583], [3.215651, 1.004509, -2.609476], [3.799428, 1.220953, -0.141343], [2.223116, 0.512718, 1.530495], [-0.227303, -2.237505, 3.605748], [1.411040, -1.572871, 3.308980], [0.677721, -4.182282, 2.635679], [1.872251, -3.256471, 1.622795], [0.080570, -3.442374, 1.102132], [0.239608, 0.645498, 3.861356], [0.338056, 1.659770, 2.387609], [-1.823854, 2.393863, 2.373803], [-2.545475, 0.813390, 2.945708], [-1.765512, 2.000886, 4.152235]],
  "forces_ev_per_angstrom": [[-0.68, -0.37, 0.55], [-0.90, -0.27, -0.18], [0.08, 1.12, -0.15], [-0.12, 0.93, 0.01], [2.66, 0.92, 0.46], [0.94, 0.61, 1.44], [-0.53, 0.52, -1.33], [-0.17, -0.13, 1.16], [0.73, -0.89, 1.77], [1.75, 5.32, 1.24], [-0.70, -1.79, -0.13], [-1.06, -3.37, -1.06], [-1.87, -1.14, 2.04], [-0.51, -0.08, -2.21], [-0.30, -0.28, -2.19], [0.55, -0.21, -1.02], [-0.93, 0.00, 0.65], [0.47, -0.13, 0.18], [-0.04, 0.20, 0.79], [0.73, 0.79, -0.42], [0.64, 0.15, -0.06], [1.24, -0.12, 0.08], [0.20, -0.13, -1.26], [-0.58, -0.48, 0.55], [0.50, 0.47, -1.13], [1.11, 0.17, 0.48], [0.32, -0.34, 1.17], [-1.01, -0.25, 0.78], [-1.06, -0.39, 0.16], [-0.43, -0.12, -0.48], [0.53, 0.55, -0.98], [-0.77, -0.57, -0.63], [0.27, 0.83, -0.70], [-1.03, -0.23, -0.11], [0.91, 0.27, 0.73], [-0.75, 0.02, -0.88], [-0.55, -0.81, 0.59], [-0.09, -0.92, 0.83], [0.61, 0.70, 0.35], [-0.16, -0.55, -1.10]],
  "mulliken_charge": [-0.574, -0.710, -0.716, -0.081, 0.478, 0.255, -0.144, -0.494, -0.268, 0.588, -0.607, -0.667, -0.201, -0.530, 0.143, 0.187, -0.043, -0.601, -0.871, -0.560, -1.112, 0.358, -0.127, 0.290, 0.415, 0.501, 0.594, 0.460, 0.382, 0.333, 0.408, 0.433, 0.342, 0.267, 0.100, 0.483, 0.366, 0.281, 0.315, 0.330]
}